Record 1
C52H41N2O6S2V | ωB97M-V/def2-TZVPD

```
104
Properties=species:S:1:pos:R:3:forces:R:3:mulliken_charge:R:1
V 0.47669 -0.74540 0.13411 -1.9941 1.3551 1.5456 -1.092
O 1.47078 -1.80630 0.82978 2.3844 -1.6833 1.2144 0.483
C 1.58780 -2.95034 1.64985 -0.1363 -1.4001 1.1718 1.955
C 0.13213 -3.43759 1.86818 0.1929 0.3714 -0.2687 -2.462
C -0.69855 -3.48847 0.61306 -0.0681 -0.2171 0.0028 0.811
C -1.45324 -4.62167 0.35385 -0.0758 0.0940 -0.0551 -0.932
C -2.23031 -4.68318 -0.78775 0.0236 0.0207 -0.0087 -1.051
C -2.19635 -3.62552 -1.67817 0.0269 -0.0058 0.1171 -0.728
C -1.42772 -2.50883 -1.39471 -0.1786 -0.1525 -0.1010 0.664
C -1.30127 -1.42712 -2.44110 0.5214 0.1640 0.3251 -1.247
C 0.21632 -1.18239 -2.72048 -1.1153 -0.4958 -1.6742 2.410
O 0.72063 -0.86405 -1.43482 1.3777 0.2769 -3.0316 0.425
C 0.80177 -2.50013 -3.22191 0.2270 0.0791 0.4454 0.234
C 1.83759 -3.11858 -2.53674 0.0033 0.0787 -0.1240 -0.139
C 2.30424 -4.36126 -2.94203 0.0456 -0.0496 0.0001 -0.872
C 1.74149 -4.99713 -4.03558 0.0340 -0.0160 -0.0056 -0.739
C 0.71147 -4.37935 -4.72934 -0.0819 0.0597 -0.0253 -1.345
C 0.23668 -3.14343 -4.32123 -0.0867 -0.0901 0.0464 -0.225
C 0.45908 0.00506 -3.66867 0.2135 -0.0844 0.4373 -0.248
C 0.71839 -0.16861 -5.02247 0.0075 -0.0559 -0.0591 -0.869
C 0.93608 0.93369 -5.83716 -0.0282 -0.0027 -0.0534 -1.010
C 0.91842 2.21521 -5.31310 0.0157 0.0520 -0.0046 -0.907
C 0.66353 2.39489 -3.96288 0.0002 0.0182 0.0777 -1.030
C 0.44112 1.29545 -3.15217 -0.1004 -0.0433 -0.1195 1.074
N -0.72489 -2.43276 -0.23483 -0.3517 -0.2340 0.0266 1.121
C 2.52660 -3.95014 0.97490 -0.0833 0.3321 -0.2738 0.200
C 2.27228 -5.31049 0.88949 -0.0757 0.0741 -0.0065 -0.071
C 3.23542 -6.16445 0.36432 0.0132 -0.1000 -0.0428 -0.869
C 4.44558 -5.66799 -0.08992 0.0071 0.0102 -0.0275 -0.838
C 4.69900 -4.30266 -0.02294 -0.0577 0.0650 -0.0057 -0.857
C 3.74818 -3.45549 0.51811 -0.0532 -0.0050 0.0191 -0.110
C 2.18570 -2.59019 3.02139 0.0237 0.3609 -0.3081 0.113
C 2.76387 -3.58750 3.79976 -0.0403 -0.0499 -0.0363 -0.509
C 3.35287 -3.27178 5.01306 -0.0101 -0.0474 0.0519 -1.003
C 3.38260 -1.95752 5.45581 -0.0407 0.0192 0.0126 -0.844
C 2.77487 -0.96926 4.69914 0.0104 0.0878 0.0115 -0.970
C 2.17033 -1.28198 3.48940 -0.0644 -0.0881 0.0128 -0.318
H 0.15721 -4.41277 2.34590 -0.0608 0.0100 0.0088 1.012
H -0.32842 -2.73338 2.55786 -0.0071 -0.0842 0.1186 0.718
H -1.44357 -5.44032 1.05931 0.0611 -0.0049 0.0003 0.604
H -2.83570 -5.55512 -0.99641 0.0064 -0.0075 0.0068 0.485
H -2.75544 -3.66668 -2.60175 0.0227 0.0437 -0.0213 0.609
H -1.78535 -1.74431 -3.35927 -0.0022 -0.0269 0.0131 0.953
H -1.75767 -0.49296 -2.13283 -0.1020 0.0561 -0.0306 0.067
H 2.29234 -2.63415 -1.68484 0.0404 -0.0059 0.0622 0.450
H 3.10934 -4.83052 -2.39587 0.0427 -0.0125 0.0484 0.445
H 2.10229 -5.96711 -4.35027 0.0113 0.0076 0.0027 0.475
H 0.26393 -4.85653 -5.59113 0.0244 -0.0305 0.0091 0.454
H -0.57852 -2.69100 -4.87182 -0.0118 -0.0278 0.0234 0.579
H 0.76117 -1.15379 -5.46048 0.0629 0.0700 -0.0040 0.597
H 1.11726 0.78688 -6.89355 0.0403 -0.0301 0.0154 0.480
H 1.10604 3.06750 -5.95228 -0.0435 -0.0010 -0.0072 0.455
H 0.62383 3.38760 -3.53235 0.0261 -0.0003 -0.0310 0.548
H 0.23669 1.45653 -2.10929 -0.0011 0.0864 0.2381 -0.513
H 1.34373 -5.73426 1.25077 0.0000 0.0205 -0.0415 0.397
H 3.03169 -7.22584 0.31121 0.0128 0.0032 0.0141 0.483
H 5.19357 -6.33649 -0.49501 -0.0203 -0.0196 0.0059 0.426
H 5.63621 -3.90106 -0.38541 0.0254 -0.0279 0.0473 0.468
H 3.95799 -2.39555 0.62229 0.0459 -0.0117 -0.0461 0.333
H 2.76135 -4.61523 3.45986 0.0779 0.0090 -0.0104 0.503
H 3.79711 -4.05662 5.61055 0.0133 0.0040 -0.0143 0.467
H 3.86576 -1.70654 6.39044 -0.0177 -0.0213 0.0122 0.451
H 2.77317 0.05598 5.04653 -0.0140 0.0046 0.0061 0.564
H 1.66971 -0.50566 2.92844 0.0767 0.0598 -0.0419 0.378
O -2.60290 1.54519 -1.70877 -0.1535 -0.2809 0.0963 -0.609
S -1.95271 1.70130 -0.45227 0.0083 0.6821 -0.2658 0.888
O -0.95291 2.72652 -0.31479 -0.1458 -0.1679 -0.0336 -0.626
N -1.23983 0.25196 0.05118 -0.7484 0.7714 0.1487 0.650
C -1.39125 0.16181 1.37293 -1.0691 0.1255 0.4989 0.640
O -0.61591 -0.61896 1.96606 0.3522 -0.2564 -0.3085 -0.739
C -2.48783 0.96143 1.93205 -0.1645 0.0137 0.1179 -0.109
C -3.06316 0.87980 3.18728 0.1171 -0.0392 -0.0071 -0.625
C -4.23902 1.58828 3.40873 -0.0067 -0.0149 0.0240 -0.687
C -4.81710 2.34525 2.39720 0.0567 0.0150 0.0039 -0.565
C -4.21425 2.46459 1.14484 0.0122 0.1797 -0.2161 -0.886
C -3.04404 1.77428 0.94757 0.3498 -0.4770 0.0460 0.488
H -2.61191 0.26694 3.95642 -0.0743 -0.0352 0.0096 0.588
H -4.72616 1.53039 4.37225 0.0113 0.0017 0.0050 0.447
H -5.75261 2.85487 2.58281 0.0117 0.0256 -0.0019 0.448
H -4.65593 3.06506 0.36106 0.0017 0.0192 0.0232 0.536
O 1.30459 0.82227 0.60141 0.7534 0.5350 0.2334 0.448
S 1.91833 2.22383 0.33581 1.1885 0.4907 -0.0250 -0.370
C 3.08565 2.44431 1.68293 -0.4270 -0.1099 0.0499 0.839
C 3.16875 3.70525 2.25405 -0.2627 0.0783 -0.1482 -0.514
C 4.09294 3.92186 3.26485 0.1142 -0.0259 0.0550 -0.754
C 4.90275 2.88082 3.69465 0.0251 0.0376 -0.0299 -0.586
C 4.79742 1.61842 3.12083 -0.0403 -0.0252 -0.0347 -0.793
C 3.88875 1.39479 2.10189 0.0749 -0.1220 -0.0319 0.084
C 3.16165 1.97726 -0.94788 -0.3472 -0.1581 -0.0549 0.980
C 3.61690 3.12503 -1.57813 -0.2575 0.1079 0.0962 -0.540
C 4.60778 3.01233 -2.53939 0.0711 0.0055 -0.0271 -0.856
C 5.11736 1.76491 -2.87060 0.0309 -0.0316 -0.0114 -0.749
C 4.64428 0.62390 -2.23794 -0.0115 -0.0005 0.0569 -0.923
C 3.66781 0.72700 -1.25989 -0.0653 -0.0210 0.0228 0.623
H 2.52743 4.50705 1.90744 -0.0141 -0.0002 0.0586 0.517
H 4.17957 4.89834 3.72071 -0.0222 0.0148 -0.0335 0.444
H 5.63433 3.05163 4.47309 -0.0438 0.0150 0.0303 0.453
H 5.42727 0.81030 3.46744 0.0017 -0.0106 -0.0221 0.509
H 3.81141 0.42034 1.63827 -0.0079 -0.0348 0.0308 0.190
H 3.20164 4.09188 -1.31656 0.0291 0.0222 -0.0652 0.529
H 4.98461 3.89711 -3.03378 -0.0362 0.0204 0.0176 0.468
H 5.89372 1.68185 -3.61907 -0.0289 0.0055 -0.0236 0.461
H 5.03767 -0.35133 -2.49366 0.0148 0.0288 -0.0172 0.562
H 3.32144 -0.15905 -0.75244 -0.0930 -0.1448 0.0617 0.051
```
Positions in Å, forces in eV/Å.

- Charge: +2
- HOMO-LUMO gap: 6.476 eV


Record 2
C52H42BBaN9O4 | ωB97M-V/def2-TZVPD

```
109
Properties=species:S:1:pos:R:3:forces:R:3:mulliken_charge:R:1
Ba 0.46025 0.13280 -0.24137 0.5057 -0.4780 -0.7250 1.041
C -4.82148 0.08660 3.08262 -0.3988 1.8922 0.9904 -1.415
C -4.19038 -0.04660 1.74746 -1.2617 -2.0923 -2.1018 0.259
C -4.56653 -0.88869 0.70203 0.0905 -0.1454 -0.7953 -1.213
C -3.57197 -0.75236 -0.35919 -1.1670 0.7031 2.8100 0.714
N -2.63189 0.07869 0.05549 -1.0523 0.7509 1.6535 0.760
N -3.08546 0.54435 1.33535 3.7016 0.5118 -0.3294 0.803
B -2.02136 1.32439 2.26587 -0.1795 -0.7281 -0.7032 -1.271
N -1.15996 2.11252 1.12218 1.5491 2.1700 1.8672 2.432
N 0.23200 2.46529 1.45162 -1.8002 -2.0975 0.9141 -0.814
C 0.37827 3.73351 1.28199 -0.4386 0.8267 -1.7336 0.507
C -0.79499 4.32283 0.76104 -1.0387 -0.8026 -0.1469 -1.487
C -1.72350 3.31294 0.72490 0.9043 -0.0226 0.2986 0.500
C -3.10677 3.47243 0.26042 -0.5750 0.0675 0.1701 -1.495
C 1.62634 4.44464 1.54448 -0.5511 -0.8945 0.1209 0.666
C 1.66895 5.82788 1.47439 0.8876 -0.4224 1.3315 -0.501
C 2.72523 6.45592 2.14615 -0.7350 1.9989 -1.6267 -0.319
C 3.82089 5.77855 2.68969 -0.7785 -0.0554 -0.3507 -0.774
C 3.75901 4.39594 2.63700 -0.4693 -0.7907 -0.6009 -0.308
C 2.66820 3.71005 2.07284 1.1392 -0.2130 0.6299 -0.493
N -1.14950 0.31782 3.18570 0.3650 0.2897 -1.5381 -0.080
N -0.24318 -0.55106 2.57092 -0.6718 0.5722 0.4272 0.983
C 0.34740 -1.24462 3.53022 -1.0788 0.7801 1.9420 -0.292
C -0.11399 -0.77072 4.83374 -1.3825 0.2696 -2.0481 -1.784
C -1.10079 0.17814 4.52818 0.3743 0.1982 0.5795 0.883
C -1.92824 1.00563 5.55145 1.1109 -1.3841 -1.0755 -1.521
C 1.21826 -2.41798 3.36583 0.9689 -0.4596 -1.4540 0.804
C 2.05302 -2.62732 2.20180 -2.3955 0.4198 2.8871 -0.715
C 2.76256 -3.75041 2.10218 1.3533 -1.3607 0.0365 -0.953
C 2.85158 -4.65925 3.16677 1.1632 -0.9263 -1.2578 -0.475
C 2.01444 -4.54226 4.24929 0.0217 0.1000 0.3531 -0.749
C 1.16517 -3.42328 4.33165 -0.5504 0.4519 -0.2168 -0.631
C -3.64515 -1.37789 -1.66750 -0.4499 -0.4206 0.2286 -0.149
C -4.88410 -1.93541 -2.00600 -0.5164 0.5784 0.9130 -0.753
C -5.05798 -2.67221 -3.13558 -0.7937 0.0162 -1.1946 -0.559
C -4.04327 -2.71365 -4.08604 0.6524 -0.7166 0.1323 -0.619
C -2.77355 -2.28134 -3.72822 0.2638 0.2504 0.6467 -1.037
C -2.58313 -1.60121 -2.50905 1.3277 -0.7155 -1.0023 0.231
H -4.65774 1.14952 3.43086 0.0352 -1.1262 -0.0629 0.271
H -5.92796 -0.02880 3.15668 0.7839 -0.2770 -0.6721 0.420
H -4.37467 -0.59313 3.80821 0.1293 0.0469 0.0212 0.204
H -5.41285 -1.56857 0.69465 0.1653 0.2167 0.0949 0.374
H -2.67395 2.09421 2.99697 0.6625 -0.4302 -0.3954 -0.226
H -0.99475 5.25671 0.27942 0.2513 0.5656 0.2438 0.326
H -3.62825 2.53362 0.25640 -0.2378 -0.2996 -0.4755 0.028
H -3.72389 4.17812 0.80957 0.2145 0.0729 0.6958 0.247
H -3.03840 3.94845 -0.69478 -0.1996 -0.1765 -1.0620 0.441
H 0.85305 6.39377 1.03593 0.1841 -0.0369 0.1446 0.312
H 2.58566 7.56364 2.02177 1.0161 -0.8810 0.7313 0.226
H 4.70700 6.26921 3.08560 -0.3595 0.0925 0.0470 0.383
H 4.55538 3.78406 2.99704 0.5961 -0.1612 0.2774 0.422
H 2.63553 2.59001 2.07480 -0.0005 1.2684 0.0249 0.176
H -0.05308 -1.21627 5.79815 0.6068 -0.1641 0.4815 0.428
H -1.28886 1.04119 6.42736 -0.0298 0.5600 0.1709 0.440
H -2.22586 1.96369 5.15403 0.1998 0.3202 0.0798 0.264
H -2.81637 0.47508 5.85476 -0.4710 -0.2891 -0.0617 0.271
H 2.06490 -1.98134 1.40305 -0.0248 1.7472 -1.5375 1.599
H 3.31352 -3.90846 1.18246 0.1982 -0.1238 0.1148 0.464
H 3.63423 -5.46002 2.99580 -1.2928 0.6372 0.7466 0.266
H 2.05224 -5.31276 5.01656 -0.2216 0.2318 0.0210 0.355
H 0.34105 -3.27911 5.05601 0.9269 -0.5330 -0.0611 0.319
H -5.75582 -1.71936 -1.37124 0.5812 -0.3788 -0.1570 0.296
H -6.02082 -3.17370 -3.30470 0.3696 0.4012 -0.1592 0.357
H -4.19177 -3.16769 -5.05323 -0.0782 -0.3216 -0.0412 0.375
H -1.86622 -2.56959 -4.27915 -0.6455 0.4807 -0.1504 0.433
H -1.53105 -1.38179 -2.27287 -0.7779 0.2389 0.1923 0.832
O 2.97857 -0.16177 -0.09656 0.7026 0.8753 0.1049 -0.279
C 4.08152 0.50917 0.01680 0.2968 -0.4189 -0.0296 0.081
C 5.00537 0.12018 1.03138 -1.7542 -1.3387 -0.7924 -0.428
C 6.16147 0.74311 1.29575 1.9279 1.7845 2.0767 -0.435
C 6.41098 1.95579 0.63871 -0.7036 1.3110 -1.2567 -0.525
C 5.58272 2.36804 -0.47019 1.9964 -0.9420 2.1154 -0.771
C 4.53440 1.58762 -0.86135 -1.3065 -1.9163 0.4016 0.814
C 3.87559 1.84582 -2.09575 -2.0405 -1.0779 -0.8038 -1.051
N 2.78802 1.26090 -2.55739 1.9952 0.6820 3.7869 0.515
N 2.25067 1.90540 -3.54583 -4.7787 -0.5527 -3.2644 -0.850
C 0.84582 1.68208 -3.58053 3.5995 0.9089 0.6672 -0.243
O 0.15324 1.40315 -2.54840 -0.0149 0.0299 -1.5502 -0.260
C 0.23748 1.90733 -4.95660 0.2493 1.6783 0.6546 0.273
C -1.02363 2.52091 -5.05296 -0.4837 -1.3749 0.7375 -0.301
C -1.70254 2.47539 -6.26242 0.9038 -0.5548 -0.8208 -0.535
C -0.97342 1.99714 -7.40005 -2.5737 1.4152 -0.3067 -0.320
C 0.34351 1.68206 -7.34040 0.4546 -0.1033 0.5552 -0.540
C 0.97462 1.69538 -6.13093 0.1551 -0.0199 1.9616 -0.353
H 4.70306 -0.77790 1.53508 -0.0038 -0.3419 0.3999 0.310
H 6.78901 0.43685 2.21900 -0.9052 0.4365 -1.7325 0.187
H 7.07430 2.73125 1.00384 0.5400 -0.4247 0.0848 0.329
H 5.84442 3.26382 -1.01745 -0.0189 0.0809 -0.0859 0.322
H 4.27248 2.61483 -2.70961 0.3842 1.1673 -0.5229 0.365
H -1.49383 2.85786 -4.10843 0.1730 -0.3504 -0.7139 0.317
H -2.77733 2.68123 -6.29622 0.5098 0.2987 -0.2786 0.330
H -1.42010 2.08842 -8.39927 -0.2010 -0.4367 0.4589 0.283
H 0.90467 1.33769 -8.16627 0.3424 0.0710 -1.1445 0.398
H 2.04292 1.63517 -6.00381 0.1739 -0.7209 -0.0415 0.455
O -2.01061 -3.57961 1.08415 1.4891 -0.3257 -1.3286 -0.852
C -1.13267 -3.63532 0.20659 -0.9314 0.7042 0.3153 -0.183
N -0.29654 -2.63523 -0.23930 -1.6248 0.1189 2.0746 0.830
C 0.45426 -3.08056 -1.23199 2.5001 3.6212 -0.8000 0.432
O 1.30648 -2.28279 -1.74376 -1.3711 -2.2096 0.0088 -0.827
C 0.13189 -4.45825 -1.55607 0.0790 -0.4545 -2.3658 0.186
C 0.46770 -5.22893 -2.67370 0.3637 1.1657 1.2978 -0.518
C 0.00526 -6.50999 -2.67962 0.5747 -1.3562 0.7022 -0.663
C -0.77512 -6.93336 -1.59420 -0.7701 -3.1455 -0.7104 -0.309
C -1.30731 -6.11721 -0.64010 -1.2200 1.0081 0.5398 -0.551
C -0.84473 -4.82961 -0.69464 -0.3413 -0.0355 1.7236 0.349
H 1.13838 -4.81001 -3.38708 0.4039 0.0767 -0.5661 0.551
H 0.45721 -7.25321 -3.35040 -0.6293 0.3279 0.0491 0.316
H -1.02822 -8.02273 -1.50534 0.1992 0.9691 -0.4138 0.290
H -2.14466 -6.31556 0.06491 0.9821 -0.4337 -0.4707 0.380
```
Positions in Å, forces in eV/Å.

- Charge: -2
- HOMO-LUMO gap: 5.002 eV


Q: Which value of HOMO-LUMO gap does entry 1 give?
A: 6.476 eV


Q: Which formula does entry 2 have?
A: C52H42BBaN9O4


Q: Which of these has the highest charge?
A: C52H41N2O6S2V


Q: Which of these has the lowest charge?
A: C52H42BBaN9O4